Entry 1:
5 unconnected molecules or ions with the total composition C32H34I2N7O12P2 at a distorted geometry. Source: the Open Molecules 2025 dataset; level of theory: wB97M-V/def2-TZVPD.

```
89
Properties=species:S:1:pos:R:3:lowdin_charge:R:1
C 5.1458 -1.6773 3.2879 -0.25
C 4.6254 -0.6149 2.3476 -0.77
I 6.1071 0.9828 2.3193 0.87
C 3.2626 0.0322 2.7429 -0.73
I 2.0802 -1.1040 4.1130 1.01
C 2.5084 0.4296 1.4974 -0.28
C 1.3820 -0.2362 1.0041 0.00
C 0.7674 0.2471 -0.1271 -0.15
P -0.7117 -0.7088 -0.6149 0.47
N -0.6926 -2.0332 0.1898 -0.13
O -0.6176 -0.9953 -2.1602 -0.13
O -2.0311 0.1336 -0.3358 -0.13
C 1.3065 1.3733 -0.7870 -0.20
P 0.7459 2.2400 -2.4061 0.96
C -1.0736 2.1992 -2.3224 -0.26
O 1.0286 1.0821 -3.5240 -0.29
N 2.3960 1.8762 -0.2078 -0.15
O 3.0380 2.9108 -0.8238 0.06
N 3.0003 1.4788 0.8810 0.21
H 6.1730 -1.8930 3.0129 0.06
H 5.1613 -1.3394 4.3152 0.06
H 4.5948 -2.6036 3.1603 0.06
H 4.5912 -0.9526 1.3204 0.07
H 3.4651 0.9649 3.2522 0.03
H 0.9831 -1.1151 1.4857 0.05
H -1.5311 -2.1247 0.7467 0.01
H -0.4289 -1.9486 -2.2171 0.09
H -1.9167 0.7562 0.3996 0.05
H -1.4191 2.6288 -1.3892 0.03
H -1.4942 1.2184 -2.5040 0.02
H -1.3848 2.8401 -3.1406 0.05
H 1.6686 0.4192 -3.2388 0.02
H 3.1305 3.6122 -0.1592 0.15
C -3.2423 -3.2633 -4.1114 -0.07
C -3.1942 -3.4311 -2.7338 -0.07
C -3.6289 -4.6144 -2.1601 0.00
C -4.1054 -5.6151 -2.9837 -0.14
C -4.1674 -5.4675 -4.3562 0.00
C -3.7318 -4.2796 -4.9210 -0.06
N -4.5528 -6.8826 -2.3797 -0.35
O -4.5056 -6.9731 -1.1711 0.08
O -4.9389 -7.7535 -3.1287 0.09
H -2.8969 -2.3384 -4.5555 0.10
H -2.8157 -2.6380 -2.1045 0.08
H -3.5933 -4.7524 -1.0899 0.12
H -4.5476 -6.2639 -4.9779 0.12
H -3.7726 -4.1486 -5.9932 0.11
C -6.5259 4.0352 -0.8127 -0.06
C -7.0713 3.7803 0.4380 -0.05
C -6.3360 3.0950 1.3907 0.01
C -5.0574 2.6783 1.0712 -0.14
C -4.4995 2.9175 -0.1709 0.00
C -5.2425 3.6007 -1.1176 -0.06
N -4.2743 1.9651 2.0899 -0.33
O -4.7981 1.7457 3.1527 0.12
O -3.1295 1.6294 1.8163 0.03
H -7.1025 4.5735 -1.5525 0.11
H -8.0709 4.1168 0.6729 0.11
H -6.7550 2.8923 2.3647 0.12
H -3.5034 2.5757 -0.4025 0.09
H -4.8216 3.7963 -2.0940 0.11
C 5.4300 -1.4354 -6.7408 -0.05
C 5.4066 -0.6637 -5.5861 -0.06
C 4.4788 -0.9290 -4.5943 -0.01
C 3.5867 -1.9710 -4.7787 -0.15
C 3.5915 -2.7483 -5.9227 0.01
C 4.5226 -2.4729 -6.9092 -0.05
N 2.6094 -2.2724 -3.7283 -0.33
O 2.5933 -1.5630 -2.7271 0.02
O 1.8620 -3.2048 -3.8914 0.11
H 6.1597 -1.2282 -7.5115 0.11
H 6.1143 0.1428 -5.4576 0.11
H 4.4590 -0.3345 -3.6935 0.11
H 2.8848 -3.5549 -6.0462 0.12
H 4.5420 -3.0704 -7.8094 0.11
C 0.2102 2.7423 9.0019 -0.06
C -0.3259 3.1946 7.8033 -0.06
C 0.4971 3.4015 6.7091 -0.01
C 1.8501 3.1464 6.8369 -0.15
C 2.4042 2.7006 8.0225 0.00
C 1.5730 2.4991 9.1116 -0.06
N 2.7271 3.3451 5.6745 -0.36
O 2.2217 3.7492 4.6425 0.05
O 3.9043 3.0846 5.8014 0.07
H -0.4363 2.5790 9.8534 0.11
H -1.3865 3.3854 7.7207 0.11
H 0.0881 3.7548 5.7749 0.12
H 3.4644 2.5130 8.0999 0.12
H 1.9887 2.1509 10.0464 0.11
```

The gap between HOMO and LUMO is 0.2661 hartree. For the HOMO energy, the calculation gives -0.4264 hartree. Its total charge is +1.


Entry 2:
A single C32H34O5 molecule at a distorted geometry. Source: the Open Molecules 2025 dataset; level of theory: wB97M-V/def2-TZVPD.

```
71
Properties=species:S:1:pos:R:3:lowdin_charge:R:1
C 3.5816 -0.8154 4.6408 -0.06
C 2.8276 0.2578 3.9131 -0.21
O 1.5804 -0.3458 3.4982 -0.03
C 0.8215 0.4999 2.7752 -0.41
C -0.3896 -0.1975 2.1131 -0.20
C -1.4745 0.8967 1.9674 -0.29
O -1.2985 1.8888 1.2990 0.12
C -2.8438 0.7324 2.6553 -0.09
C -3.0412 -0.4753 3.5483 -0.20
C -2.2626 -1.6870 3.0276 -0.17
C -0.7842 -1.3380 3.0831 -0.11
O 1.1140 1.6715 2.6357 0.12
H 4.5106 -0.4092 5.0466 0.08
H 2.9950 -1.2097 5.4759 0.09
H 3.8378 -1.6464 3.9762 0.06
H 2.6238 1.1228 4.5554 0.13
H 3.3603 0.5941 3.0185 0.13
H -3.0386 1.6602 3.2149 0.13
H -3.5814 0.7047 1.8341 0.13
H -2.6774 -0.2274 4.5514 0.11
H -4.1089 -0.7045 3.6537 0.11
H -2.4602 -2.5690 3.6532 0.12
H -2.5515 -1.9476 1.9994 0.12
H -0.1692 -2.2303 2.9068 0.11
H -0.5476 -1.0068 4.1062 0.13
C -5.1031 0.8041 -6.0752 -0.07
O -4.4268 -0.3567 -5.5535 -0.10
C -3.3447 -0.1684 -4.7500 -0.27
C -2.8896 -1.3044 -4.0402 0.00
C -2.0736 -1.1232 -2.9429 -0.03
C -1.4663 0.1234 -2.6911 -0.19
C -0.5350 0.2849 -1.5509 -0.11
C -0.8025 -0.4238 -0.4122 -0.01
C 0.1331 -0.5860 0.7442 -0.19
C 0.7993 -1.9745 0.8172 -0.17
C 2.1074 -2.0858 1.3102 -0.03
C 2.5296 -3.2948 1.8562 -0.08
C 1.6847 -4.4082 1.8007 -0.09
C 0.4736 -4.3457 1.1060 -0.08
C 0.0493 -3.1262 0.5626 -0.04
C 0.6421 1.1814 -1.7560 -0.16
C 1.2739 1.2024 -3.0200 -0.03
C 2.3645 2.0042 -3.2792 0.00
C 2.8666 2.8452 -2.2582 -0.27
O 3.9218 3.6309 -2.6022 -0.10
C 4.5441 4.4646 -1.6058 -0.07
C 2.2529 2.8467 -0.9822 0.00
C 1.1517 2.0277 -0.7563 -0.02
C -1.7667 1.2027 -3.5472 -0.03
C -2.7502 1.0997 -4.5190 -0.01
H -5.9569 0.3931 -6.6096 0.09
H -5.4394 1.4686 -5.2689 0.10
H -4.4493 1.3528 -6.7619 0.09
H -3.2739 -2.2822 -4.3182 0.12
H -1.8458 -1.9723 -2.3013 0.11
H -1.7874 -0.9083 -0.3454 0.12
H 0.9500 0.1077 0.5159 0.12
H 2.7989 -1.2387 1.2152 0.13
H 3.5207 -3.3541 2.3117 0.10
H 1.9939 -5.3398 2.2764 0.10
H -0.1487 -5.2323 0.9789 0.10
H -0.8765 -3.0495 -0.0164 0.11
H 0.8999 0.5618 -3.8188 0.12
H 2.8548 2.0202 -4.2500 0.12
H 5.2388 5.0786 -2.1793 0.09
H 3.8111 5.0988 -1.0910 0.09
H 5.0921 3.8517 -0.8782 0.10
H 2.6307 3.4830 -0.1802 0.11
H 0.6563 2.0872 0.2120 0.09
H -1.2473 2.1536 -3.4240 0.12
H -3.0818 1.9807 -5.0708 0.10
```

The gap between HOMO and LUMO is 0.2982 hartree. As for the structure (SMILES): CCOC(=O)[C@@]1([C@H](C=C(c2ccc(OC)cc2)c2ccc(OC)cc2)c2ccccc2)CCCCC1=O. For the HOMO energy, the calculation gives -0.2724 hartree.


Entry 3:
A molecular structure, C32H35AsCsN7O4S4Sb. Source: the Open Molecules 2025 dataset; level of theory: wB97M-V/def2-TZVPD.

```
85
Properties=species:S:1:pos:R:3:lowdin_charge:R:1
Cs 1.2670 -0.4094 -1.5806 0.84
O 2.2647 3.8790 6.4355 0.07
C 1.6739 2.6877 6.7517 -0.50
O 1.2626 2.5380 7.8840 0.05
C 1.5517 1.6988 5.6686 -0.18
C 0.8951 0.4927 5.9362 -0.04
C 0.6792 -0.4438 4.9527 -0.03
C 1.0989 -0.2100 3.6081 -0.32
C 1.7968 0.9974 3.3627 -0.04
C 2.0115 1.9156 4.3585 -0.05
N 0.7950 -1.0147 2.5718 0.06
C 0.4789 -2.2829 2.7990 -0.16
C -0.1600 -3.0972 1.8360 -0.31
C -0.2817 -4.4985 2.0439 -0.07
C -0.9233 -5.2762 1.1223 -0.12
C -1.4591 -4.6719 -0.0259 -0.11
C -1.2938 -3.3025 -0.1655 -0.20
N -0.6680 -2.5145 0.7096 0.08
H 2.4973 3.8916 5.4785 0.09
H 0.5337 0.3300 6.9450 0.11
H 0.1234 -1.3473 5.1749 0.09
H 2.1601 1.1756 2.3570 0.06
H 2.5398 2.8172 4.0626 0.05
H 0.7506 -2.7761 3.7388 0.10
H 0.1494 -4.9318 2.9394 0.10
H -1.0106 -6.3466 1.2758 0.09
H -1.9816 -5.2360 -0.7863 0.08
H -1.6860 -2.8015 -1.0383 0.06
S 3.1585 4.3148 1.6130 -0.14
Sb 3.2768 2.9416 -0.1721 0.08
S 4.2243 0.8962 -0.0779 -0.21
S 2.8199 3.7375 -2.2555 -0.16
O 0.7722 1.9484 -0.1425 -0.86
S -0.3441 1.4712 0.7555 0.95
C -0.7505 2.8316 1.8343 -0.36
C -0.4013 4.1261 1.4873 -0.09
C -0.6419 5.1468 2.3937 -0.08
C -1.2201 4.8636 3.6254 -0.08
C -1.5557 3.5585 3.9617 -0.08
C -1.3124 2.5300 3.0644 -0.08
C -1.7689 1.5130 -0.3364 -0.37
C -1.7434 2.3360 -1.4540 -0.07
C -2.8433 2.3459 -2.2983 -0.08
C -3.9401 1.5364 -2.0315 -0.09
C -3.9436 0.7110 -0.9158 -0.08
C -2.8535 0.6965 -0.0577 -0.07
H 0.0990 4.3166 0.5461 0.10
H -0.3461 6.1584 2.1482 0.10
H -1.3794 5.6590 4.3428 0.10
H -1.9616 3.3351 4.9399 0.11
H -1.5071 1.5002 3.3379 0.12
H -0.8546 2.9228 -1.6593 0.11
H -2.8388 2.9753 -3.1805 0.10
H -4.7784 1.5081 -2.7146 0.08
H -4.7835 0.0499 -0.7470 0.11
H -2.8079 0.0128 0.7816 0.11
C 0.3859 2.8721 -4.9406 -0.10
N 1.2898 1.7636 -4.7388 0.02
C 0.9477 0.4559 -4.8866 -0.68
N -0.2791 0.1864 -5.4548 0.17
O 1.6916 -0.4522 -4.5228 -0.13
H 0.8939 3.7797 -4.6230 0.06
H -0.5262 2.7797 -4.3406 0.07
H 0.1117 2.9753 -5.9933 0.08
H 2.1098 1.9262 -4.1659 0.06
H -0.9899 0.8949 -5.3487 0.08
H -0.6105 -0.7188 -5.1370 0.08
C 3.5645 -5.0283 -3.3474 -0.36
As 2.6533 -3.4389 -2.6461 0.99
C 2.1959 -4.1983 -0.8848 -0.33
C 0.9113 -3.7807 -3.4932 -0.33
H 2.9461 -5.9170 -3.2103 0.01
H 4.5107 -5.1597 -2.8214 0.01
H 3.7736 -4.8879 -4.4081 0.01
H 1.9723 -5.2557 -1.0371 0.02
H 1.3333 -3.6998 -0.4429 -0.01
H 3.0453 -4.1002 -0.2083 0.02
H 0.7184 -4.8490 -3.3764 0.02
H 0.9743 -3.5235 -4.5500 0.02
H 0.1146 -3.1904 -3.0393 -0.02
N -5.8210 -0.6492 -3.8884 0.05
C -4.8225 -1.2382 -3.7967 -0.47
N -3.7418 -1.9783 -3.7581 0.04
C -2.6237 -1.5217 -3.2830 -0.41
N -1.5690 -1.2518 -2.8611 0.07
```

The gap between HOMO and LUMO (alpha / beta) is 0.1606 / 0.2455 hartree. As for the spin multiplicity: 2. As for the expectation value of S²: 0.7768. For the HOMO energy (alpha / beta), the calculation gives -0.0304 / -0.1155 hartree. The calculation puts the energy relative to the best compared isomer or geometry (same formula, charge and spin) at 67.9 kJ/mol. Its total charge is -2.


no.,energy (eV)
1,-103497.28491
2,-43971.93946
3,-163642.40772